(1)
The following is a quantum chemistry calculation of a molecular structure, C32H32Cl6N7O4V in a non-equilibrium geometry, from the Open Molecules 2025 dataset.

Structure (XYZ):
```
82
Properties=species:S:1:pos:R:3:forces:R:3
O 16.5584 -2.0254 29.3311 0.782 0.208 -2.066
V 16.6247 -2.1038 27.7844 -2.676 -0.121 3.288
N 13.2926 -2.2549 27.2456 -1.154 0.677 -1.105
O 12.3697 -2.3085 28.0521 0.962 -0.182 -0.558
O 14.4990 -2.2340 27.7035 1.774 -0.282 0.372
O 13.1268 -2.1605 26.0175 0.369 -0.293 1.308
N 16.9192 -4.3204 27.9544 0.324 -0.137 -0.590
C 15.9983 -5.0178 28.6362 -1.023 0.547 0.937
C 15.9833 -6.3914 28.7858 0.797 0.510 -0.598
C 16.9390 -7.0838 28.0736 -0.291 -0.879 0.575
C 17.9134 -6.4202 27.3448 -0.029 0.220 0.139
C 17.9150 -5.0403 27.3756 -0.470 0.186 -0.534
H 15.2194 -4.4739 29.1623 0.170 0.334 -0.168
H 15.2800 -6.8954 29.4293 -0.197 0.183 -0.055
H 16.8954 -8.1617 28.1876 0.371 -0.022 -0.452
H 18.6454 -6.9660 26.7688 0.164 0.088 0.109
H 18.6824 -4.4802 26.8561 0.024 0.013 -0.020
N 15.6638 0.3768 22.7676 -0.631 -0.681 -0.017
C 14.9132 -0.4936 23.4755 -0.527 1.135 -1.270
C 13.5842 -0.2153 23.7595 -0.336 -0.812 0.816
C 13.0452 1.0231 23.4848 -0.459 1.182 -1.081
C 13.7702 1.9071 22.7026 1.426 -0.722 -0.100
C 15.0444 1.4748 22.3143 0.696 0.362 0.616
H 15.3254 -1.4633 23.7198 0.257 0.015 0.104
H 12.9903 -0.9803 24.2462 0.038 0.236 -0.047
H 12.0397 1.3707 23.6891 -0.109 -0.690 0.548
H 13.4528 2.8943 22.4025 -0.339 -0.090 -0.019
H 15.6846 2.0935 21.6970 -0.145 0.153 -0.122
N 16.6971 -0.0058 27.2878 0.522 -0.466 -0.971
C 17.6072 0.8351 27.8137 0.501 -0.029 0.548
C 17.7802 2.1376 27.3952 -0.348 0.023 -1.086
C 16.9949 2.5809 26.3320 -0.191 -0.022 0.213
C 16.0766 1.7221 25.7508 -0.111 -0.282 -0.208
C 15.9752 0.4327 26.2257 0.052 -0.444 0.804
H 18.2729 0.4426 28.5718 -0.267 -0.108 0.210
H 18.5632 2.7945 27.7416 0.001 -0.247 0.491
H 17.0986 3.5868 25.9479 0.066 0.013 0.028
H 15.4771 1.9971 24.8937 0.022 0.102 0.078
H 15.3222 -0.3149 25.7892 -0.151 0.326 0.048
N 14.6293 -4.1382 31.7181 0.629 -0.009 -0.640
C 15.4595 -3.9573 32.7476 -0.844 0.511 -0.044
C 15.3416 -2.8226 33.5238 0.078 0.745 1.053
C 14.3932 -1.8335 33.2577 0.049 -0.526 -0.637
C 13.5604 -2.0069 32.1582 0.782 -0.275 0.173
C 13.7772 -3.1639 31.4084 -0.707 -0.195 0.160
H 16.1845 -4.7324 32.9560 -0.028 -0.054 0.052
H 15.9156 -2.6610 34.4295 0.373 -0.302 -0.206
H 14.3610 -0.9501 33.8793 -0.192 -0.022 0.072
H 12.8090 -1.2815 31.8862 -0.029 -0.022 -0.099
H 13.1668 -3.3659 30.5345 -0.077 0.104 -0.061
N 15.3897 0.6788 30.1428 0.140 0.256 -0.204
C 15.4312 1.2096 31.3624 -0.784 -0.705 0.628
C 14.2846 1.6128 32.0606 0.489 0.051 -0.746
C 13.0870 1.5392 31.3766 -0.831 -0.364 0.178
C 13.0097 0.8870 30.1545 0.487 0.213 -0.749
C 14.1989 0.5180 29.5417 0.730 0.406 0.755
H 16.3817 1.2067 31.8818 0.186 0.165 -0.210
H 14.3465 1.9648 33.0800 0.028 0.251 -0.068
H 12.1616 1.9324 31.7809 0.087 -0.103 0.305
H 12.0756 0.7118 29.6379 -0.102 0.165 0.087
H 14.2892 0.1399 28.5331 -0.496 -0.248 -0.008
N 11.0833 -6.4333 25.7582 -0.822 0.557 -0.281
C 11.8045 -5.4816 26.3469 0.439 -0.557 -0.484
C 13.1854 -5.4472 26.2254 0.551 0.021 0.023
C 13.8269 -6.3579 25.3853 -0.400 -0.539 0.401
C 13.0461 -7.2989 24.7448 -0.868 -0.337 -0.928
C 11.6608 -7.2964 24.9281 0.458 0.964 0.646
H 11.2769 -4.6772 26.8456 -0.115 -0.235 0.368
H 13.7485 -4.7242 26.8009 0.079 0.119 -0.172
H 14.8948 -6.4357 25.2250 0.094 0.456 0.213
H 13.4278 -7.9882 24.0013 0.344 0.014 0.177
H 10.9613 -7.8891 24.3546 0.256 -0.485 0.089
C 9.8882 -1.3442 25.5908 -0.002 -0.339 0.725
Cl 8.8586 -2.7775 25.6836 0.118 -0.054 -0.462
Cl 9.5320 -0.3532 26.9997 -0.081 0.565 0.154
Cl 9.6974 -0.4588 24.0830 0.047 -0.139 0.061
H 10.9159 -1.6526 25.7549 -0.038 -0.089 -0.536
C 9.8920 -2.5936 30.4062 0.087 0.575 -0.757
Cl 9.8472 -3.4208 31.9272 -0.012 -0.048 0.484
Cl 9.4393 -0.8620 30.5247 -0.102 -0.292 0.260
Cl 8.8818 -3.4125 29.2089 0.198 0.126 0.141
H 10.9135 -2.5483 30.0455 -0.061 -0.329 -0.074
```
Forces are in eV/Å.

Properties
HOMO-LUMO gap (spin up / spin down): 5.901 / 6.297 eV
ΔE to the lowest compared entry with this formula, charge and spin: 42.63 kJ/mol
LUMO level (spin up / spin down): -5.4 / -5.0 eV
DFT total energy: -153135.3752 eV
Highest occupied orbital energy (spin up / spin down): -11.30 / -11.30 eV
Total charge: +1
Spin multiplicity: 2
Expectation value of S²: 0.7834

Atom charges from the Löwdin analysis, given in e for atoms 1 to 2: -0.1918, 1.1485

(2)
The following is a quantum chemistry calculation of C6H6O2 in the gas phase in a non-equilibrium geometry, from the Open Molecules 2025 dataset.

Structure (XYZ):
```
14
Properties=species:S:1:pos:R:3:forces:R:3
O -1.6336 -1.7249 1.4868 0.046 0.630 -2.509
C -1.7615 -1.7437 0.0635 0.164 2.773 1.110
C -1.1142 -0.7912 -0.6813 -0.368 -1.388 2.948
C -0.1623 0.2342 -0.4034 5.556 -0.058 -1.420
C 1.0203 0.7790 -1.2103 -2.982 0.867 4.759
C 1.7868 1.5978 -0.2318 -1.136 -2.877 2.083
C 1.2667 1.1773 1.0421 0.508 0.416 -2.634
O 0.2177 0.3341 0.9249 -0.633 1.343 -1.127
H -1.0832 -0.8996 1.5664 -0.570 -1.237 0.707
H -2.6426 -2.1783 -0.4752 1.068 -0.496 1.299
H -1.3321 -0.9712 -1.6314 -0.755 -0.042 -4.288
H 1.2112 0.7041 -2.2467 -0.248 0.047 -0.827
H 2.7547 2.1536 -0.2791 -1.269 -0.533 -0.399
H 1.4721 1.3288 2.0754 0.620 0.555 0.298
```
Forces are in eV/Å.

Properties
HOMO-LUMO gap: 8.083 eV
ΔE to the lowest compared entry with this formula, charge and spin: 246.32 kJ/mol
LUMO level: 0.3 eV
DFT total energy: -10410.8565 eV
Highest occupied orbital energy: -7.76 eV
SMILES: O/C=C\c1ccco1
Total charge: 0
Spin multiplicity: 1

Atom charges from the natural (NBO) analysis, given in e for atoms 1 to 2: -0.6892, 0.1516

(3)
The following is a quantum chemistry calculation of 11 unconnected molecules or ions with the total composition H22O11 in a non-equilibrium geometry, from the Open Molecules 2025 dataset.

Structure (XYZ):
```
33
Properties=species:S:1:pos:R:3:forces:R:3
O 4.2315 -2.3980 0.5418 0.415 -0.063 -0.033
H 4.2432 -2.7718 -0.3448 -0.058 -0.016 0.045
H 3.6776 -1.6192 0.4604 -0.112 -0.068 0.042
O 2.3525 -1.0877 -1.2769 -0.091 0.373 -0.245
H 2.5801 -0.1558 -1.3870 0.128 -0.129 -0.072
H 1.8359 -1.3103 -2.0623 0.095 -0.166 0.130
O -2.0259 0.2758 2.3363 0.239 0.887 1.042
H -2.2413 0.0227 1.4201 -0.516 -0.163 0.244
H -2.7732 0.8095 2.6286 0.080 -0.141 0.048
O -0.8034 1.8122 -2.7715 0.068 0.110 -0.361
H -1.2648 2.2062 -3.5270 0.208 -0.045 0.021
H 0.1314 1.8829 -3.0015 -0.074 -0.010 0.046
O -3.4434 0.9528 -1.9847 0.264 0.487 -0.174
H -2.5733 1.2804 -2.2742 -0.344 -0.378 0.280
H -3.9395 1.7492 -1.7600 -0.077 -0.147 0.014
O 0.6152 1.1735 2.5963 0.135 0.427 0.114
H -0.3612 1.1387 2.5030 0.251 -0.446 -0.019
H 0.9247 1.4130 1.7166 -0.308 0.113 0.051
O 1.6157 -3.8949 0.8348 -0.031 0.274 -0.009
H 1.2172 -4.2032 1.6536 0.015 -0.007 -0.043
H 2.0169 -3.0341 1.0591 -0.010 -0.499 -0.051
O -1.4388 3.9812 -0.9436 0.034 -0.201 -0.155
H -2.3816 4.0590 -1.1202 0.062 0.053 0.078
H -1.1567 3.1756 -1.4078 -0.135 0.286 0.180
O 1.9963 -1.2906 1.9982 0.230 -0.010 -0.208
H 1.3222 -1.4830 2.6597 -0.069 0.246 -0.032
H 2.0744 -0.3290 2.0168 -0.255 -0.063 0.474
O -2.6707 -0.7578 0.1333 -0.244 0.229 -0.738
H -2.9951 -0.0888 -0.5093 0.294 -0.570 0.153
H -1.6965 -0.7249 0.1235 -0.030 -0.329 -0.471
O 0.0459 -0.1996 0.1819 0.064 0.277 -0.347
H 0.8861 -0.6844 0.2369 -0.241 -0.314 0.135
H -0.0012 0.1002 -0.7298 0.014 0.002 -0.139
```
Forces are in eV/Å.

Properties
HOMO-LUMO gap: 9.424 eV
ΔE to the lowest compared entry with this formula, charge and spin: 170.23 kJ/mol
LUMO level: -0.9 eV
DFT total energy: -22879.7496 eV
Highest occupied orbital energy: -10.34 eV
SMILES: O.O.O.O.O.O.O.O.O.O.O
Total charge: 0
Spin multiplicity: 1

Atom charges from the natural (NBO) analysis, given in e for atoms 1 to 2: -0.9365, 0.4677

(4)
The following is a quantum chemistry calculation of 2 unconnected molecules or ions with the total composition C32H32NO in a non-equilibrium geometry, from the Open Molecules 2025 dataset.

Structure (XYZ):
```
66
Properties=species:S:1:pos:R:3:forces:R:3
C -1.0431 5.9934 0.1076 0.024 -0.465 0.191
C -1.7831 5.1967 0.9892 0.163 0.215 0.097
C -1.3388 3.9300 1.3595 0.343 -0.634 -0.492
C -0.1470 3.3799 0.8164 -0.230 1.199 -0.666
C 0.2652 2.0166 1.0834 -0.434 -1.437 0.791
C 1.5996 1.6500 1.1074 -0.008 -0.248 -0.716
N 2.2924 0.8588 1.9570 -0.124 -0.142 -0.571
C 3.7140 0.6438 1.6593 0.304 0.036 0.040
C 4.2443 -0.6610 2.2367 -0.159 -0.212 -0.004
C 3.9715 -0.7900 3.7287 -0.073 0.183 0.186
C 2.5030 -0.4984 4.0431 -0.289 -0.188 -0.160
C 1.9516 0.7675 3.3777 -0.080 0.029 0.329
C 0.6632 4.2683 0.0607 -0.254 -0.199 -0.140
C 0.2013 5.5229 -0.3318 0.072 0.082 0.274
H -1.4116 6.9710 -0.1951 0.134 -0.175 0.102
H -2.7047 5.5873 1.4285 0.251 -0.148 -0.187
H -1.9041 3.3179 2.0656 0.004 0.195 -0.246
H -0.5071 1.2588 1.3513 0.616 0.958 0.901
H 2.1849 1.9636 0.2347 0.391 0.553 0.633
H 3.8483 0.6397 0.5746 -0.055 0.085 0.152
H 4.3081 1.4744 2.0752 -0.172 -0.010 -0.055
H 3.7586 -1.4991 1.7257 0.072 0.039 -0.077
H 5.3200 -0.7261 2.0496 -0.131 0.004 -0.107
H 4.2009 -1.8100 4.0542 0.057 0.178 0.016
H 4.6239 -0.1183 4.3024 -0.094 -0.016 -0.139
H 1.9018 -1.3550 3.7123 0.030 0.093 0.070
H 2.3721 -0.3981 5.1262 -0.094 -0.051 -0.178
H 2.3793 1.6446 3.9000 -0.126 -0.095 -0.257
H 0.8615 0.8140 3.4695 0.301 0.011 0.066
H 1.6701 3.9435 -0.2158 -0.366 0.238 -0.121
H 0.8434 6.1760 -0.9303 -0.233 -0.296 0.147
C 1.2017 -6.4175 -0.2693 -0.057 0.168 -0.028
C -0.1742 -6.1708 -0.1931 0.083 -0.155 -0.030
C -0.8482 -5.5939 -1.2690 0.209 0.235 -0.342
C -0.1169 -5.2547 -2.4099 0.166 0.189 0.563
O -0.7208 -4.5098 -3.4436 -0.677 1.256 -0.228
C -1.0335 -3.1652 -3.1828 0.726 -1.274 0.628
C -0.1355 -2.1833 -3.6243 0.021 -0.331 -0.547
C -0.2555 -0.9021 -3.1531 0.589 0.380 0.433
C -1.2926 -0.5199 -2.2571 0.157 -0.011 -0.010
C -1.2332 0.7523 -1.6039 -0.255 -0.075 -1.822
C -2.3868 1.4949 -1.2136 -1.325 0.660 1.040
C -2.5651 2.8624 -1.5930 1.013 -0.376 0.346
C -3.6596 3.5982 -1.1736 -0.584 0.089 -0.087
C -4.6685 2.9992 -0.4008 0.467 -0.320 -0.336
C -4.5548 1.6398 -0.0682 -0.362 0.091 -0.077
C -3.4391 0.9090 -0.4538 0.143 -0.106 -0.145
C -2.3632 -1.4504 -2.1565 -0.428 -0.288 0.297
C -2.1970 -2.7843 -2.4928 0.114 0.009 -0.388
C 1.2364 -5.5836 -2.5401 -0.378 0.461 -0.022
C 1.9059 -6.1140 -1.4414 -0.230 -0.348 0.115
H 1.7287 -6.8455 0.5878 -0.213 0.160 -0.325
H -0.7395 -6.4252 0.7075 0.277 0.045 -0.300
H -1.9234 -5.3911 -1.2410 0.460 -0.079 0.106
H 0.6372 -2.4700 -4.3414 -0.157 0.130 0.385
H 0.4398 -0.1305 -3.4871 0.074 -0.294 0.275
H -0.2676 1.2819 -1.6232 -0.496 -0.129 -0.267
H -1.7982 3.3214 -2.2216 -0.224 -0.007 0.281
H -3.7634 4.6542 -1.4665 0.176 -0.647 0.132
H -5.5415 3.5782 -0.0900 0.326 -0.223 -0.080
H -5.3835 1.1370 0.4524 0.592 0.301 -0.096
H -3.3477 -0.1372 -0.1557 -0.051 0.479 0.143
H -3.3426 -1.1211 -1.8221 0.313 -0.186 0.237
H -2.9606 -3.5376 -2.2902 0.163 0.389 -0.113
H 1.7440 -5.3809 -3.4855 -0.108 0.056 0.363
H 2.9792 -6.3028 -1.5069 -0.364 -0.031 0.021
```
Forces are in eV/Å.

Properties
HOMO-LUMO gap: 3.896 eV
ΔE to the lowest compared entry with this formula, charge and spin: 220.37 kJ/mol
LUMO level: -5.5 eV
DFT total energy: -37231.5233 eV
Highest occupied orbital energy: -9.36 eV
Total charge: +1
Spin multiplicity: 1

Atom charges from the natural (NBO) analysis, given in e for atoms 1 to 2: -0.2381, -0.2079

(5)
The following is a quantum chemistry calculation of a molecular structure, C15H14AgN5O3S2, from the Open Molecules 2025 dataset.

Structure (XYZ):
```
40
Properties=species:S:1:pos:R:3:forces:R:3
Ag -2.0018 0.0381 -1.4210 -0.131 0.017 -0.037
C 2.4354 0.5931 -1.6332 -0.015 -0.013 0.011
C 1.0327 0.6919 -2.1471 0.049 0.126 0.024
N 0.2536 -0.2930 -2.3275 -0.004 -0.124 -0.059
N 0.6629 -1.5345 -1.9398 0.063 0.114 -0.041
C -0.3053 -2.4894 -1.8348 0.032 -0.095 0.080
N 0.1186 -3.6171 -1.2494 -0.018 -0.056 -0.033
S -1.8983 -2.3458 -2.3704 -0.043 0.011 -0.031
C 0.3884 2.0192 -2.3720 -0.086 -0.041 0.057
C 1.1074 3.1133 -2.8306 0.020 0.007 -0.009
C 0.4631 4.3298 -2.9831 0.034 0.010 -0.013
C -0.8771 4.4229 -2.6575 -0.037 -0.008 0.013
C -1.5231 3.2828 -2.2054 0.016 -0.001 -0.029
N -0.9166 2.1079 -2.0686 0.048 0.036 -0.011
H 3.0134 -0.1236 -2.2198 0.002 0.006 -0.005
H 2.4060 0.2385 -0.5992 -0.001 0.010 -0.001
H 2.9414 1.5542 -1.6421 0.008 -0.007 -0.007
H 1.3577 -1.5714 -1.1810 -0.015 -0.033 -0.002
H 0.9670 -3.6059 -0.6997 -0.007 0.030 0.004
H -0.5834 -4.3019 -1.0303 -0.003 0.005 0.003
H 2.1552 3.0101 -3.0760 -0.006 0.005 -0.001
H 1.0052 5.1928 -3.3464 -0.002 0.000 0.002
H -1.4172 5.3552 -2.7405 0.000 -0.001 -0.002
H -2.5698 3.3131 -1.9290 0.000 0.006 -0.002
O 1.5548 -1.8762 0.6878 0.049 0.003 -0.001
C 0.6547 -1.2030 1.2146 -0.080 0.060 -0.023
N 0.0644 -0.1353 0.6529 0.187 -0.115 0.057
S -1.0774 0.4904 1.5960 0.047 0.078 0.127
O -2.3743 0.3357 0.9487 -0.112 0.001 -0.055
O -0.7648 1.8153 2.0531 0.010 -0.007 -0.019
C -0.9235 -0.6763 2.9195 -0.033 0.022 -0.027
C -1.6086 -0.7780 4.1116 0.002 -0.020 0.028
C -1.2390 -1.8105 4.9671 -0.013 0.017 -0.008
C -0.2174 -2.6926 4.6255 0.008 -0.002 -0.001
C 0.4617 -2.5668 3.4196 0.015 -0.019 -0.010
C 0.0909 -1.5428 2.5685 0.021 -0.030 0.029
H -2.3980 -0.0860 4.3715 0.000 0.004 -0.008
H -1.7515 -1.9292 5.9128 0.000 0.001 -0.001
H 0.0505 -3.4848 5.3125 0.001 0.002 0.000
H 1.2620 -3.2404 3.1427 -0.002 0.001 0.001
```
Forces are in eV/Å.

Properties
HOMO-LUMO gap: 8.494 eV
ΔE to the lowest compared entry with this formula, charge and spin: 0.00 kJ/mol
LUMO level: 0.0 eV
DFT total energy: -55045.3695 eV
Highest occupied orbital energy: -8.53 eV
Total charge: 0
Spin multiplicity: 1

Atom charges from the natural (NBO) analysis, given in e for atoms 1 to 2: 0.8372, -0.7029

(6)
The following is a quantum chemistry calculation of a gas-phase ion, C4H8NO2 (charge -1) in a non-equilibrium geometry, from the Open Molecules 2025 dataset.

Structure (XYZ):
```
15
Properties=species:S:1:pos:R:3:forces:R:3
C 1.1853 -0.5933 -1.5662 -1.580 0.939 -0.833
N 0.7307 -0.5135 -0.1912 0.586 -0.797 -0.137
C -0.4331 0.3461 0.1288 0.414 -2.052 0.102
C 0.0399 1.3155 1.2533 -0.836 -0.390 -0.760
C -1.5994 -0.6936 0.6485 1.493 0.427 2.344
O -1.3452 -1.9317 0.6285 -0.143 0.763 -1.051
O -2.4539 -0.1275 1.3520 -0.850 0.195 -0.724
H 1.5391 0.3940 -1.9016 0.441 -0.261 0.163
H 1.8966 -1.3774 -1.8252 0.326 0.088 0.657
H 0.3481 -0.7785 -2.2767 -0.050 -0.116 0.119
H 0.4000 -1.4414 0.1082 0.159 0.194 -0.233
H -0.7971 0.8184 -0.7881 -0.019 0.366 0.166
H 0.9765 0.8974 1.6392 -0.386 0.153 0.150
H -0.7469 1.4185 2.0148 0.363 0.102 -0.219
H 0.2593 2.2671 0.7757 0.082 0.390 0.256
```
Forces are in eV/Å.

Properties
HOMO-LUMO gap: 7.869 eV
ΔE to the lowest compared entry with this formula, charge and spin: 103.25 kJ/mol
LUMO level: 4.1 eV
DFT total energy: -9863.7165 eV
Highest occupied orbital energy: -3.78 eV
SMILES: CN[C@H](C)C(=O)[O-]
Total charge: -1
Spin multiplicity: 1

Atom charges from the natural (NBO) analysis, given in e for atoms 1 to 2: -0.4010, -0.6859